Record 1
The following is a quantum chemistry calculation of 2 unconnected molecules or ions with the total composition C11H14N2O, from the Open Molecules 2025 dataset.

Positions of all 28 atoms, in Å:
C 1.51326 -2.20773 -0.76853
C -1.21957 0.21670 -1.26864
C -0.46451 -0.61178 -0.37078
C 0.72514 -0.97949 -1.06907
C 0.71112 -0.27871 -2.30847
C -2.35515 0.88243 -0.94010
C -2.98300 0.44897 0.27151
C -1.20399 -1.19789 0.60582
C -2.46664 -0.67533 0.95422
N -0.40584 0.43554 -2.38515
H -0.64368 1.27545 -3.04698
H -2.79908 1.71359 -1.37320
H 1.43268 -0.32831 -3.15522
H -4.02224 0.86838 0.44887
H -1.08978 -2.21941 0.93777
H 2.13458 -1.95332 0.09091
H 2.10266 -2.60119 -1.61825
H -3.14713 -1.24279 1.60963
H 0.95932 -3.07160 -0.43212
C 2.51558 0.97495 1.43608
C 1.19579 1.53184 1.04320
O 0.95808 2.21053 0.05094
N 0.23045 1.43058 2.01084
H -0.72410 1.68442 1.72268
H 0.21162 0.97381 2.89411
H 3.02377 0.36199 0.70672
H 2.71982 0.45838 2.44365
H 3.09085 1.89999 1.50957

Output
Relative energy (zero: lowest compared OMol25 entry of this formula, charge and spin)   30.3 kcal/mol
Net charge   +1
LUMO energy (spin up / spin down)   -3.663 / -6.845 eV
Spin multiplicity   2
HOMO (spin up / spin down)   -12.81 / -13.02 eV



Record 2
The following is a quantum chemistry calculation of C11H14N2O2 in the gas phase, from the Open Molecules 2025 dataset.

Positions of all 29 atoms, in Å:
O -1.19563 -0.19395 1.67811
C -0.53988 -0.40119 0.76304
N -0.22281 -1.75408 0.63972
C 0.72364 -2.40995 -0.39023
C 1.39248 -1.74809 -1.60683
C 2.36250 -2.58297 -2.27171
C 2.58456 -3.93758 -2.02867
N 1.60494 -4.61824 -1.09178
C 0.86438 -3.92729 -0.29611
O -0.01574 0.28530 -0.23772
C -0.07886 1.68656 -0.04404
C -1.60299 2.15978 -0.41045
C -1.89750 3.21265 0.66742
C -1.18894 2.85683 1.94831
C 0.07951 2.41549 1.32069
H -0.54348 -2.47969 1.30763
H 1.33326 -0.67954 -1.73605
H 2.72851 -2.27157 -3.03789
H 2.93390 -4.72559 -2.47619
H 0.41060 -4.34875 0.50634
H 0.54767 2.08367 -0.85393
H -2.21083 1.20635 -0.01850
H -2.03716 2.26632 -1.30506
H -1.65262 4.10083 0.04478
H -2.91468 3.24592 0.89439
H -0.89228 3.72153 2.59714
H -1.96726 1.99917 2.37968
H 0.65774 1.72770 1.81879
H 0.73699 3.11040 1.23911

Output
Relative energy (zero: lowest compared OMol25 entry of this formula, charge and spin)   121.3 kcal/mol
LUMO energy   0.479 eV
Spin multiplicity   1
HOMO   -8.41 eV



Record 3
The following is a quantum chemistry calculation of a molecular structure, C11H14N2OS, from the Open Molecules 2025 dataset.

Positions of all 29 atoms, in Å:
C 1.11370 -1.42025 -0.19648
C 0.77246 -0.02390 -0.36612
C -0.04924 -2.07179 0.10950
C 1.50292 1.08517 -0.51374
C -0.68963 0.01966 -0.44314
C 2.39528 -1.97400 -0.15898
C -1.49298 1.09752 -0.29198
C -0.13489 -3.50581 0.33867
C 1.85602 3.33854 0.43870
C -2.46175 -1.59905 -0.00685
C 1.52646 2.51584 -0.82571
N 3.45476 -1.20329 0.19424
N -1.12585 -1.31702 -0.32042
O 2.67308 -3.14715 -0.47875
S 3.68886 0.52061 0.27897
H -2.50836 0.96949 -0.22370
H -1.07735 2.11630 -0.13926
H -0.48409 -3.63438 1.41178
H 0.85236 -3.84869 0.36486
H -0.85291 -4.12383 -0.26693
H 2.65774 2.87756 0.98518
H 1.09127 3.49345 1.22907
H 2.09705 4.29455 0.19126
H -3.15991 -1.01142 -0.59833
H -2.62189 -2.64066 -0.29013
H -2.79339 -1.33801 1.01987
H 2.40063 2.59701 -1.44853
H 0.65803 2.90589 -1.44194
H 4.27525 -1.68262 0.07315

Output
Relative energy (zero: lowest compared OMol25 entry of this formula, charge and spin)   112.6 kcal/mol
LUMO energy   -0.169 eV
Spin multiplicity   1
HOMO   -7.44 eV



Record 4
The following is a quantum chemistry calculation of a molecular structure, C11H14N3O5SV, from the Open Molecules 2025 dataset.

Positions of all 35 atoms, in Å:
V 0.19852 1.44579 -0.70463
C -2.37667 -1.33088 -1.24308
C -2.18918 -0.53061 -0.00999
N -1.36374 0.49893 0.14888
C -1.51439 0.95753 1.43890
C -2.44227 0.20509 2.07756
N -2.85049 -0.71856 1.14360
C -3.02809 0.15763 3.45161
O -2.61855 1.06754 4.31478
O -3.82062 -0.70718 3.70118
C -0.66706 2.08786 1.84689
O -0.65208 2.57470 2.94228
O 0.12027 2.48288 0.82388
H -1.65781 -1.02039 -1.99800
H -3.38118 -1.18246 -1.64070
H -2.24020 -2.39244 -1.03831
H -3.55456 -1.41861 1.34627
H -1.95170 1.68648 3.93974
S -1.29846 3.42914 -4.55217
C -0.82091 2.76569 -3.23937
N -0.44569 2.24870 -2.21280
C 2.08428 -1.68282 0.26957
C 2.51408 -0.69150 -0.78846
C 3.65799 0.19386 -0.34742
C 2.72609 -1.31334 -2.14993
O 1.32773 0.23990 -0.97255
H 2.92430 -2.34282 0.49165
H 1.25459 -2.30033 -0.07331
H 1.80732 -1.17904 1.19608
H 4.54069 -0.43025 -0.19990
H 3.43782 0.69142 0.59733
H 3.89740 0.94169 -1.10232
H 3.58702 -1.98212 -2.09936
H 2.93474 -0.55286 -2.90059
H 1.86080 -1.89865 -2.45731

Output
Relative energy (zero: lowest compared OMol25 entry of this formula, charge and spin)   0.0 kcal/mol
Net charge   +1
LUMO energy (spin up / spin down)   -5.567 / -5.078 eV
Spin multiplicity   2
HOMO (spin up / spin down)   -12.96 / -13.13 eV



Record 5
The following is a quantum chemistry calculation of a gas-phase ion, C11H14N4 (charge +2), from the Open Molecules 2025 dataset.

Positions of all 29 atoms, in Å:
C -0.99436 1.90431 -0.39197
N -0.50236 0.62519 0.27517
C 0.78364 0.33593 0.05633
C 1.69616 1.13061 -0.71088
C 3.08142 0.90789 -0.82231
C 3.65451 -0.30387 -0.23045
C 2.78715 -1.23681 0.29354
C 1.39482 -0.95794 0.61384
N 0.49211 -2.05446 0.45279
N -0.48198 -2.13197 -0.39550
C -1.20906 -1.28094 -0.85640
N -2.20706 -0.67302 -1.34950
C -3.13849 -0.23250 -0.38571
C -2.71107 0.07620 0.80657
C -1.37201 0.22188 1.32109
H -0.49002 2.82809 0.03027
H -0.82525 1.80792 -1.49547
H -1.99564 2.02312 -0.07971
H 1.31195 2.07725 -1.29217
H 3.73126 1.50684 -1.45655
H 4.73822 -0.48818 -0.25048
H 3.08153 -2.20138 0.79541
H 1.47521 -0.78509 1.61623
H 0.57185 -3.00119 0.94135
H -2.66498 -0.81992 -2.31677
H -4.23854 -0.23249 -0.75664
H -3.56512 0.43360 1.54016
H -1.54850 1.03251 2.08521
H -0.85538 -0.51155 1.96255

Output
Relative energy (zero: lowest compared OMol25 entry of this formula, charge and spin)   81.3 kcal/mol
Net charge   +2
LUMO energy (spin up / spin down)   -8.923 / -8.924 eV
Spin multiplicity   1
HOMO (spin up / spin down)   -16.66 / -16.66 eV



Record 6
The following is a quantum chemistry calculation of a molecular structure, C11H14N4O5S3SbV, from the Open Molecules 2025 dataset.

Positions of all 39 atoms, in Å:
V 0.06791 -1.27759 1.01020
N 0.13362 -3.25557 0.00694
C 1.20189 -3.98447 0.71981
C 2.40578 -3.04457 0.81664
O 3.53298 -3.44835 0.50515
N 2.03873 -1.81847 1.20000
C 2.89338 -0.71794 0.80486
C 2.19794 0.01765 -0.34926
O 2.65475 1.05942 -0.83317
O 1.11493 -0.55710 -0.73843
H -0.75542 -3.73762 0.06567
H 0.38936 -3.10983 -0.96454
H 1.50684 -4.90525 0.21920
H 0.82250 -4.20271 1.71950
H 3.87168 -1.06796 0.46567
H 3.02443 -0.00047 1.61656
S -3.08935 0.33576 4.30264
Sb -0.93639 -0.51621 4.12869
S 0.09616 0.71575 2.26305
S -1.19612 -2.47062 2.64746
O 2.06494 3.65148 -1.76760
C 0.97867 3.35692 -2.60322
N 0.01457 2.52307 -1.92416
C -1.32196 2.72618 -1.91014
O -1.89029 3.65974 -2.46745
C -2.03413 1.70809 -1.07732
C -3.13010 2.00714 -0.27703
C -3.55096 1.06247 0.64171
C -2.83040 -0.11619 0.79050
N -1.79733 -0.41979 -0.00496
C -1.47257 0.45471 -0.95970
H 2.35515 2.81770 -1.34456
H 1.31842 2.84589 -3.51525
H 0.49121 4.29015 -2.88073
H 0.42364 1.79482 -1.34466
H -3.58855 2.98612 -0.34101
H -4.35246 1.26753 1.33703
H -3.01610 -0.79369 1.61682
H -0.63735 0.16383 -1.57490

Output
Relative energy (zero: lowest compared OMol25 entry of this formula, charge and spin)   12.7 kcal/mol
Net charge   -2
LUMO energy (spin up / spin down)   4.492 / 4.487 eV
Spin multiplicity   3
HOMO (spin up / spin down)   -0.97 / -1.13 eV



Record 7
The following is a quantum chemistry calculation of a molecular structure, C11H14NO2, from the Open Molecules 2025 dataset.

Positions of all 28 atoms, in Å:
C 2.80397 1.42100 0.14796
C 3.08097 0.33635 -0.66369
C 1.65577 1.37190 0.90862
C 2.19206 -0.66583 -0.87432
C 0.89392 0.20320 0.86702
C 1.06818 -0.79665 -0.07055
C -0.43876 0.30448 1.68181
C -1.57193 -2.84020 0.30534
C -1.11079 1.34682 0.80442
C 0.13872 -2.03576 -0.32866
C -2.27788 1.80727 -1.30230
N -1.67984 0.99238 -0.34588
O -1.21556 -1.85828 -0.73216
O -0.29746 -2.69742 0.85121
H 3.45360 2.24399 0.16930
H 4.10342 0.24978 -1.08904
H 1.25976 2.20001 1.57925
H 2.34926 -1.44120 -1.72829
H -0.90269 -0.62360 1.70525
H -0.04200 0.61933 2.66673
H -2.33986 -2.44342 0.95941
H -1.64143 -3.70051 -0.30903
H -1.01570 2.41955 1.13275
H -3.36081 1.81880 -1.45496
H -2.23088 2.90777 -1.09520
H -1.80377 1.59673 -2.25095
H -1.70565 0.04142 -0.60848
H 0.63539 -2.77791 -0.92553

Output
Relative energy (zero: lowest compared OMol25 entry of this formula, charge and spin)   99.6 kcal/mol
Net charge   +1
LUMO energy   -4.398 eV
Spin multiplicity   1
HOMO   -12.99 eV



Record 8
The following is a quantum chemistry calculation of 2 unconnected molecules or ions with the total composition C11H14NO2P, from the Open Molecules 2025 dataset.

Positions of all 29 atoms, in Å:
C -1.62257 3.04308 1.17266
C -1.24503 2.84383 -0.15233
C -1.48998 2.11018 2.13763
C -0.62570 1.61115 -0.50864
C -0.92958 0.84036 1.82579
C -0.50435 0.62639 0.47482
C 1.78301 -3.31582 0.30130
C 1.61284 -2.44168 -0.96230
C 2.44263 -2.57401 1.38370
C 1.28520 -0.98544 -0.42111
C -0.14145 -0.84609 0.09005
N 2.15426 3.63407 -1.34914
O 1.37690 4.56805 -1.28136
O 2.61532 2.99195 -0.43890
P 2.30629 -0.73198 1.09525
H -2.16626 3.94484 1.34170
H -1.50807 3.54392 -0.94810
H -1.74193 2.27375 3.18330
H -0.44864 1.20050 -1.52708
H -0.70708 0.15643 2.61956
H 0.78805 -3.70733 0.47863
H 2.22803 -4.24742 -0.07736
H 2.54345 -2.27980 -1.49226
H 0.85917 -2.79530 -1.66156
H 1.79873 -2.60398 2.38990
H 3.37661 -2.94144 1.69667
H 1.34063 -0.20549 -1.22245
H -0.33350 -1.50031 0.95450
H -0.79849 -1.26727 -0.61445

Output
Relative energy (zero: lowest compared OMol25 entry of this formula, charge and spin)   37.2 kcal/mol
LUMO energy (spin up / spin down)   -0.247 / -2.142 eV
Spin multiplicity   1
HOMO (spin up / spin down)   -8.88 / -7.45 eV



- What is the relative energy (zero: lowest compared OMol25 entry of this formula, charge and spin) in the seventh record?
  99.6 kcal/mol



- What is the formula in the first record?
  C11H14N2O



- Among the records above, which one has the highest spin multiplicity?
  C11H14N4O5S3SbV